# 1
Formula: C13H33BrInN2O5P2
Source: the OMol25 dataset
Level of theory: ωB97M-V/def2-TZVPD

```
57
Properties=species:S:1:pos:R:3
C 3.641 0.365 0.618
C 2.294 1.205 1.134
C 2.758 2.001 2.530
C 1.817 2.380 0.093
C 0.501 2.009 -0.813
In -1.413 1.690 0.373
C -3.008 1.090 -1.185
C -4.267 0.270 -0.528
C -4.787 0.836 0.921
C -6.053 -0.080 1.512
N -6.250 -1.379 0.751
P -2.283 3.873 1.447
N -0.896 5.001 1.590
O -2.955 3.526 3.053
P -1.243 -0.098 2.179
O -2.191 0.299 3.597
Br -2.180 -2.079 1.430
H 4.037 0.731 -0.421
H 4.462 0.469 1.468
H 3.355 -0.794 0.613
H 1.476 0.391 1.331
H 3.232 1.188 3.225
H 3.605 2.759 2.169
H 1.832 2.554 2.985
H 1.715 3.437 0.639
H 2.721 2.530 -0.671
H 0.323 2.940 -1.538
H 0.634 1.080 -1.521
H -2.458 0.338 -1.922
H -3.299 2.045 -1.795
H -5.182 0.404 -1.282
H -4.000 -0.872 -0.547
H -3.964 0.815 1.753
H -5.162 1.943 0.775
H -5.820 -0.362 2.635
H -7.004 0.615 1.539
H -5.589 -2.130 1.059
H -7.253 -1.712 0.837
H -1.134 5.787 0.926
H -0.822 5.423 2.548
H -2.209 3.360 3.709
H -1.681 0.874 4.241
C 2.430 -5.455 -1.873
C 2.141 -3.971 -1.743
O 3.354 -3.209 -1.773
C 3.899 -3.020 -3.001
O 3.447 -3.433 -4.058
O 5.052 -2.324 -2.848
C 5.780 -2.142 -4.060
H 3.155 -5.775 -1.118
H 1.513 -6.040 -1.755
H 2.864 -5.693 -2.850
H 1.670 -3.778 -0.772
H 1.443 -3.624 -2.514
H 5.151 -1.705 -4.843
H 6.198 -3.098 -4.389
H 6.606 -1.453 -3.860
```

Output
**Total charge**: -1
**E_HOMO**: -3.507 eV
**DFT total energy**: -121025.0330 eV
**Relative energy (zero: lowest compared OMol25 entry of this formula, charge and spin)**: 5.0625 eV
**Kohn-Sham gap**: 0.218 hartree



# 2
Formula: C13H33CaCuN2O5
Source: the OMol25 dataset
Level of theory: ωB97M-V/def2-TZVPD

```
55
Properties=species:S:1:pos:R:3
Cu -1.227 -31.718 -14.915
Ca -1.203 -32.229 -18.324
C 0.960 -29.978 -16.911
O -0.272 -30.651 -16.733
H 1.100 -28.988 -16.476
H 1.796 -30.647 -16.691
H 1.061 -29.788 -17.989
C -4.491 -28.251 -22.639
O -3.610 -28.992 -21.802
C -3.409 -28.366 -20.572
C -3.063 -29.395 -19.496
N -2.005 -30.342 -19.936
C -0.726 -29.742 -20.294
C 0.309 -30.679 -20.863
O 0.561 -31.826 -20.034
C 1.690 -32.576 -20.442
H -3.919 -27.388 -22.990
H -5.414 -27.960 -22.135
H -4.814 -28.774 -23.538
H -4.222 -27.743 -20.181
H -2.633 -27.587 -20.632
H -4.013 -29.932 -19.414
H -2.829 -28.965 -18.525
H -2.464 -30.792 -20.729
H -0.361 -29.124 -19.474
H -0.855 -29.055 -21.142
H 1.188 -30.027 -20.876
H 0.040 -31.042 -21.856
H 1.616 -33.625 -20.125
H 2.606 -32.215 -19.975
H 1.653 -32.735 -21.524
C -1.311 -26.279 -17.557
O -1.710 -25.633 -18.752
C -0.934 -24.440 -18.960
C -1.129 -23.927 -20.397
N -2.275 -23.055 -20.576
C -3.578 -23.698 -20.455
C -4.575 -22.783 -21.197
O -4.318 -22.659 -22.569
C -4.586 -23.791 -23.347
H -0.550 -27.017 -17.858
H -2.130 -26.920 -17.217
H -0.973 -25.622 -16.759
H 0.127 -24.645 -18.795
H -1.237 -23.654 -18.263
H -1.326 -24.855 -20.959
H -0.204 -23.410 -20.642
H -2.140 -22.581 -21.459
H -3.825 -23.753 -19.393
H -3.671 -24.733 -20.812
H -4.558 -21.799 -20.734
H -5.588 -23.160 -21.008
H -5.648 -24.010 -23.494
H -4.114 -24.679 -22.912
H -4.152 -23.684 -24.340
```

Output
**Total charge**: +2
**E_HOMO**: -12.099 eV
**DFT total energy**: -90293.6141 eV
**Relative energy (zero: lowest compared OMol25 entry of this formula, charge and spin)**: 0.4162 eV
**Kohn-Sham gap**: 0.116 hartree



# 3
Formula: C13H33ClF2N4O7PS5
Source: the OMol25 dataset
Level of theory: ωB97M-V/def2-TZVPD

```
66
Properties=species:S:1:pos:R:3
C 2.876 -1.090 -1.404
S 1.734 -0.260 -2.685
O 0.422 -1.039 -2.936
O 2.569 -0.261 -4.025
C 1.516 1.509 -2.111
N 2.813 2.240 -1.808
C 2.400 3.643 -1.409
N 3.228 4.683 -1.056
F 2.656 5.873 -0.689
P 5.026 4.607 -1.023
O 5.596 2.982 -0.726
Cl 5.672 5.122 -3.018
N 0.861 3.593 -1.497
N 0.297 2.377 -1.888
C -1.138 1.957 -2.117
C -2.044 1.885 -0.724
F -2.952 3.073 -0.563
H 2.412 -0.864 -0.346
H 3.928 -0.582 -1.524
H 2.956 -2.260 -1.604
H 5.624 2.496 -1.622
H 0.259 4.442 -1.291
H -1.705 2.753 -2.804
H -1.274 0.924 -2.655
H -1.400 1.667 0.233
H -2.758 0.937 -0.853
C 5.904 -3.269 1.140
S 4.245 -3.873 1.535
O 3.261 -2.917 0.928
C 4.333 -3.511 3.305
H 6.061 -3.362 0.063
H 5.999 -2.219 1.430
H 6.647 -3.872 1.667
H 4.525 -2.447 3.461
H 5.128 -4.106 3.761
H 3.376 -3.776 3.762
C -7.244 6.358 -0.062
S -7.235 4.717 0.698
O -7.470 4.900 2.169
C -5.467 4.413 0.464
H -8.254 6.767 0.005
H -6.551 7.018 0.466
H -6.956 6.275 -1.113
H -4.884 5.194 0.959
H -5.238 4.394 -0.604
H -5.220 3.444 0.903
C -9.963 -0.599 1.375
S -9.259 1.012 0.950
O -8.269 0.795 -0.156
C -8.323 1.216 2.485
H -10.566 -0.947 0.533
H -9.163 -1.317 1.569
H -10.599 -0.498 2.257
H -7.625 0.385 2.610
H -9.013 1.257 3.331
H -7.764 2.153 2.429
C 7.728 -7.950 -0.543
S 6.430 -6.717 -0.800
O 6.998 -5.379 -0.428
C 5.382 -7.262 0.570
H 8.521 -7.777 -1.274
H 8.138 -7.856 0.465
H 7.315 -8.951 -0.689
H 5.938 -7.212 1.509
H 5.046 -8.286 0.388
H 4.513 -6.602 0.628
```

Output
**Total charge**: +1
**E_HOMO**: -10.108 eV
**DFT total energy**: -115712.2311 eV
**Kohn-Sham gap**: 0.194 hartree



# 4
Formula: C13H33CuN2O5
Source: the OMol25 dataset
Level of theory: ωB97M-V/def2-TZVPD

```
54
Properties=species:S:1:pos:R:3
Cu -0.030 0.433 -0.319
C -2.630 0.757 -2.231
O -1.715 -0.069 -1.610
H -3.668 0.429 -2.026
H -2.619 1.795 -1.847
H -2.556 0.804 -3.331
C 0.625 3.433 -1.693
O 1.018 2.074 -1.603
C 1.229 1.511 -2.906
C 2.059 0.244 -2.751
N 1.378 -0.664 -1.858
C 2.099 -1.920 -1.680
C 1.495 -2.740 -0.552
O 2.307 -3.844 -0.265
C 1.840 -4.602 0.827
H -0.394 3.520 -2.080
H 1.303 4.016 -2.319
H 0.633 3.844 -0.684
H 1.693 2.222 -3.590
H 0.241 1.232 -3.288
H 3.092 0.457 -2.476
H 2.079 -0.214 -3.753
H 0.474 -0.907 -2.271
H 3.139 -1.706 -1.420
H 2.119 -2.564 -2.567
H 0.525 -3.126 -0.912
H 1.268 -2.163 0.354
H 0.786 -4.861 0.675
H 1.872 -3.969 1.719
H 2.398 -5.524 0.945
C -4.965 -0.619 2.027
O -3.640 -0.242 2.352
C -3.204 0.936 1.715
C -1.731 1.059 2.078
N -0.923 -0.129 1.843
C 0.260 -0.216 2.691
C 1.343 0.796 2.340
O 1.978 0.386 1.162
C 2.937 1.312 0.709
H -5.137 -1.607 2.444
H -5.056 -0.732 0.940
H -5.694 0.124 2.353
H -3.686 1.864 2.046
H -3.372 0.831 0.637
H -1.659 1.371 3.131
H -1.266 1.888 1.533
H -1.411 -1.011 1.851
H 0.592 -1.255 2.661
H 0.042 -0.045 3.758
H 2.018 0.787 3.207
H 0.895 1.794 2.282
H 3.444 1.063 -0.221
H 3.672 1.457 1.509
H 2.504 2.291 0.465
```

Output
**E_HOMO**: -6.624 eV
**DFT total energy**: -71869.7528 eV
**Relative energy (zero: lowest compared OMol25 entry of this formula, charge and spin)**: 0.0000 eV
**Kohn-Sham gap**: 0.268 hartree